{"formula": "C20H18AlBrN2O2", "method": "ωB97M-V/def2-TZVPD", "orbital_gap_ev": 6.86, "e_above_lowest_kj_mol": 5.55, "multiplicity": 1, "homo_ev": -14.13, "charge": 2, "symbols": ["Al", "Br", "C", "C", "C", "C", "O", "C", "C", "N", "C", "C", "C", "C", "C", "C", "C", "C", "N", "C", "C", "H", "H", "H", "H", "H", "H", "H", "H", "H", "H", "C", "C", "C", "O", "C", "H", "H", "H", "H", "H", "H", "H", "H"], "positions_angstrom": [[0.820149, 0.219916, -0.161850], [1.296894, -3.982066, 5.657675], [1.483133, -2.908008, 4.130881], [2.726646, -2.809375, 3.492368], [2.895568, -2.021005, 2.372424], [1.824680, -1.316188, 1.838107], [2.041655, -0.560858, 0.742068], [0.557157, -1.401323, 2.478062], [-0.564924, -0.624264, 2.096021], [-0.625859, 0.089815, 0.997544], [-1.570044, 1.126114, 0.761386], [-2.846654, 1.225811, 1.238538], [-3.618765, 2.371183, 0.944017], [-3.111322, 3.392654, 0.191941], [-1.795868, 3.309044, -0.326775], [-1.185152, 4.318408, -1.102133], [0.096879, 4.153682, -1.566730], [0.778193, 2.972407, -1.280343], [0.241263, 2.000527, -0.547165], [-1.037591, 2.160569, -0.050038], [0.419630, -2.201351, 3.638651], [3.570594, -3.355711, 3.892563], [3.862773, -1.936030, 1.896561], [-1.402737, -0.579526, 2.788709], [-3.278491, 0.437264, 1.841506], [-4.626066, 2.433145, 1.331362], [-3.705232, 4.272401, -0.017421], [-1.736868, 5.223899, -1.323445], [0.586824, 4.915319, -2.155170], [1.782220, 2.809912, -1.652589], [-0.541279, -2.249337, 4.135233], [1.035516, -2.415836, -3.308822], [-0.442262, -2.097275, -3.061985], [-0.405095, -0.649116, -2.645119], [0.804428, -0.585279, -1.783876], [1.785591, -1.631206, -2.243232], [1.337806, -2.095808, -4.304489], [1.240952, -3.480072, -3.220748], [-0.855327, -2.714687, -2.263560], [-1.050473, -2.238690, -3.952890], [-1.249467, -0.312659, -2.043727], [-0.238139, 0.031070, -3.479023], [2.046714, -2.204636, -1.358605], [2.652364, -1.092831, -2.615871]], "forces_ev_per_a": [[0.1176, 0.0066, -0.0372], [-0.0008, 0.0059, -0.0099], [0.0041, 0.0084, -0.0129], [-0.0084, -0.0129, 0.0191], [-0.0047, 0.0213, -0.0187], [0.0475, -0.0260, 0.0209], [-0.1061, 0.0499, -0.0191], [0.0235, -0.0242, 0.0104], [-0.0063, 0.0342, -0.0498], [-0.0032, -0.0607, 0.0777], [-0.0270, 0.0300, -0.0075], [0.0289, 0.0066, -0.0162], [-0.0134, 0.0048, 0.0026], [-0.0008, 0.0042, 0.0002], [0.0167, -0.0239, 0.0041], [0.0053, -0.0141, 0.0036], [-0.0007, 0.0027, -0.0003], [0.0039, 0.0093, -0.0074], [-0.0146, -0.0164, -0.0080], [-0.0456, 0.0204, 0.0135], [-0.0035, -0.0041, 0.0064], [0.0013, -0.0003, 0.0004], [0.0008, 0.0000, -0.0025], [-0.0002, -0.0011, 0.0047], [0.0052, -0.0064, 0.0018], [-0.0007, 0.0042, -0.0012], [-0.0003, 0.0006, -0.0009], [0.0013, 0.0027, -0.0027], [-0.0018, 0.0026, -0.0007], [0.0013, -0.0040, 0.0019], [-0.0006, -0.0020, 0.0035], [0.0003, -0.0235, 0.0137], [-0.0095, 0.0028, -0.0181], [-0.0029, 0.0300, -0.0226], [-0.0025, -0.0072, 0.0180], [-0.0071, -0.0038, 0.0141], [-0.0086, 0.0229, 0.0017], [0.0164, 0.0014, -0.0144], [0.0059, 0.0075, 0.0082], [0.0020, -0.0025, -0.0006], [-0.0010, -0.0176, 0.0000], [-0.0071, 0.0073, 0.0066], [-0.0202, -0.0181, -0.0055], [0.0159, -0.0176, 0.0232]]}


{"formula": "C2H3N2O2", "method": "ωB97M-V/def2-TZVPD", "orbital_gap_ev": 7.92, "e_above_lowest_kj_mol": 269.33, "multiplicity": 1, "homo_ev": -3.49, "charge": -1, "symbols": ["C", "C", "N", "N", "O", "O", "H", "H", "H"], "positions_angstrom": [[1.814758, 0.150525, 0.111086], [-1.205140, -0.131065, 0.239036], [-1.567356, 0.876129, -0.489478], [0.754907, -0.483952, -0.290060], [2.530953, 1.143299, 0.155308], [1.933566, -1.184504, 0.388953], [-1.049206, 0.156690, 1.263895], [-1.631910, -1.218692, 0.093375], [-1.580573, 0.691573, -1.472118]], "forces_ev_per_a": [[0.7250, 0.5811, -0.5936], [-2.2547, -0.5761, -0.3890], [0.9076, 0.4235, 0.5672], [-1.2962, 0.7833, -0.9989], [-0.9096, -1.1125, 0.3368], [1.7529, -0.6550, 1.1632], [0.1769, -0.4019, 0.6320], [1.5383, 1.5807, -0.0366], [-0.6402, -0.6231, -0.6813]]}


{"formula": "C20H18ClN4OPdS", "method": "ωB97M-V/def2-TZVPD", "orbital_gap_ev": 6.86, "e_above_lowest_kj_mol": 41.13, "multiplicity": 1, "homo_ev": -10.57, "charge": 1, "symbols": ["Pd", "Cl", "C", "C", "C", "C", "O", "C", "C", "N", "C", "C", "C", "C", "C", "C", "C", "C", "N", "C", "C", "H", "H", "H", "H", "H", "H", "H", "H", "H", "H", "S", "C", "N", "C", "C", "C", "N", "H", "H", "H", "H", "H", "H", "H", "H"], "positions_angstrom": [[-0.115436, 0.585369, 0.223784], [5.649036, -0.670820, 4.394463], [4.481747, -0.322505, 3.164583], [4.878042, 0.349238, 2.002250], [3.966299, 0.640612, 1.019962], [2.611567, 0.273823, 1.140486], [1.828819, 0.485492, 0.113864], [2.211819, -0.392459, 2.335684], [0.863959, -0.727295, 2.664130], [-0.186722, -0.379241, 1.998866], [-1.503879, -0.500024, 2.497576], [-1.860899, -0.833292, 3.777867], [-3.221551, -0.883636, 4.144769], [-4.209223, -0.596146, 3.247885], [-3.872497, -0.209881, 1.929866], [-4.824632, 0.104800, 0.934528], [-4.405128, 0.455926, -0.316359], [-3.028543, 0.549034, -0.574832], [-2.117220, 0.284868, 0.332405], [-2.515131, -0.132737, 1.576190], [3.176233, -0.688273, 3.325660], [5.914563, 0.636490, 1.885918], [4.277520, 1.142588, 0.114508], [0.728250, -1.263010, 3.602418], [-1.113719, -1.055417, 4.526885], [-3.475909, -1.157386, 5.159409], [-5.251768, -0.652262, 3.531564], [-5.879434, 0.053184, 1.173122], [-5.106614, 0.679672, -1.106749], [-2.662185, 0.847273, -1.548149], [2.871507, -1.197405, 4.231223], [-0.202727, 3.011715, -0.402101], [-0.003164, 2.529377, -2.036064], [-1.015270, 2.608210, -2.915120], [-0.860686, 2.387241, -4.354922], [0.573068, 2.679157, -4.761659], [1.502946, 1.859406, -3.886280], [1.181773, 2.110033, -2.483266], [-1.826684, 3.095578, -2.571893], [-1.562964, 3.037394, -4.872807], [-1.118707, 1.353247, -4.599625], [0.784127, 3.741924, -4.629068], [0.724466, 2.431453, -5.810701], [2.543476, 2.135999, -4.045140], [1.402414, 0.793848, -4.108859], [1.907361, 2.056939, -1.784571]], "forces_ev_per_a": [[-0.3125, 0.2103, 0.5438], [0.0086, -0.0011, -0.0051], [-0.0534, -0.0464, 0.0766], [0.0000, 0.0503, -0.0841], [0.0736, -0.0548, 0.0600], [-0.1322, -0.3840, -0.0241], [0.1321, 0.6260, 0.0082], [0.0113, 0.0238, -0.0615], [-0.0028, 0.1491, 0.0483], [0.2046, -0.3161, -0.0746], [-0.0466, 0.0618, 0.0457], [-0.0278, -0.0819, -0.0488], [0.0007, -0.0103, 0.0336], [-0.0209, -0.0014, -0.0165], [0.0444, -0.0106, -0.0084], [0.0070, -0.0120, -0.0190], [-0.0356, -0.0454, -0.0141], [0.0790, 0.0293, -0.0277], [-0.1056, 0.3662, 0.1876], [0.0631, -0.1828, -0.0311], [0.0808, 0.0072, -0.0110], [-0.0014, 0.0011, -0.0019], [-0.0132, 0.0146, -0.0044], [0.0035, 0.0276, 0.0079], [-0.0043, -0.0128, -0.0073], [-0.0006, -0.0032, -0.0022], [0.0015, 0.0063, 0.0034], [0.0002, -0.0008, 0.0001], [0.0011, 0.0038, 0.0066], [0.0122, 0.1092, 0.0028], [-0.0094, -0.0013, -0.0036], [-0.1892, -0.7379, -0.2722], [0.3300, 0.1231, -0.6544], [0.0574, 0.1509, 0.1946], [0.0024, -0.0506, -0.0317], [-0.0102, 0.0109, 0.0243], [-0.0264, -0.0591, -0.0043], [-0.0946, 0.1754, 0.1016], [-0.0277, -0.0232, -0.0144], [0.0050, 0.0099, 0.0145], [-0.0117, 0.0189, 0.0099], [0.0014, 0.0016, -0.0174], [-0.0019, -0.0188, 0.0051], [-0.0024, 0.0068, 0.0050], [0.0048, 0.0017, 0.0046], [0.0056, -0.1315, 0.0558]]}


{"formula": "C5H8O", "method": "ωB97M-V/def2-TZVPD", "orbital_gap_ev": [6.43, 8.34], "e_above_lowest_kj_mol": 394.92, "multiplicity": 1, "homo_ev": [-6.63, -7.48], "symbols": ["O", "C", "C", "C", "C", "C", "H", "H", "H", "H", "H", "H", "H", "H"], "positions_angstrom": [[1.411851, -0.774671, 2.141740], [0.734727, -0.776797, 0.990155], [-0.617879, -0.234761, 0.896328], [-1.260955, 0.048433, -0.394903], [-0.566451, 0.524808, -1.507549], [0.787626, 0.622883, -1.725248], [0.811426, -0.568574, 2.876006], [1.312537, -1.172667, 0.168626], [-0.468891, 0.769651, 1.347059], [-1.298626, -0.758604, 1.588063], [-2.344241, 0.002236, -0.414496], [-1.199839, 0.923306, -2.303290], [1.549965, 0.165101, -1.111431], [1.148750, 1.229656, -2.551060]], "forces_ev_per_a": [[0.0913, 0.1646, 1.3638], [0.3371, -0.9061, -1.6455], [0.0295, 0.6062, 1.1844], [0.4263, -0.0899, -0.7161], [-0.5850, 0.0544, -0.0963], [0.2189, 0.2297, -0.1041], [0.2489, -0.0364, -0.1597], [-0.1954, -0.0845, 0.1799], [-0.4492, 0.0763, 0.1555], [-0.0435, -0.0021, -0.1478], [0.1338, 0.0838, -0.0998], [0.0991, -0.0640, 0.1176], [-0.1962, 0.1912, -0.0294], [-0.1155, -0.2233, -0.0025]]}


{"formula": "C4H5NO", "method": "ωB97M-V/def2-TZVPD", "orbital_gap_ev": 10.93, "e_above_lowest_kj_mol": 269.74, "multiplicity": 1, "homo_ev": -10.19, "smiles": "C=CCOC#N", "symbols": ["N", "C", "C", "C", "C", "O", "H", "H", "H", "H", "H"], "positions_angstrom": [[0.939179, -0.033339, -2.378073], [1.019541, 0.285753, -1.263982], [-1.392687, 0.161018, -0.265874], [-0.598228, 0.162779, 0.808984], [0.744225, -0.486931, 0.833140], [1.387755, 0.532470, -0.035657], [-1.571252, -0.686708, -0.915816], [-2.006050, 1.035625, -0.443161], [-0.670417, 0.975525, 1.526221], [1.243802, -0.504746, 1.811183], [0.904132, -1.441444, 0.323034]], "forces_ev_per_a": [[-0.4453, 0.5371, 0.9130], [1.6268, -0.2170, -0.6161], [-0.8182, -0.2450, 0.8890], [-0.6171, -0.0694, 0.0436], [-0.3575, -0.0543, -0.0373], [0.8532, -0.3624, -0.6117], [0.6516, 0.1419, -0.2535], [-0.4369, -0.2253, 0.1926], [0.0526, 0.1343, -0.2206], [-0.0651, 0.3326, -0.4975], [-0.4441, 0.0275, 0.1982]]}


{"formula": "C5H11NO", "method": "ωB97M-V/def2-TZVPD", "orbital_gap_ev": 9.97, "e_above_lowest_kj_mol": 108.04, "multiplicity": 1, "homo_ev": -9.08, "smiles": "CCN(C)C(C)=O", "symbols": ["C", "C", "N", "C", "C", "C", "O", "H", "H", "H", "H", "H", "H", "H", "H", "H", "H", "H"], "positions_angstrom": [[0.995669, 1.335337, 1.232414], [0.995861, 0.009494, 0.526724], [0.098097, -0.157642, -0.503568], [-1.162070, 0.554785, -0.620489], [-2.471088, 0.188000, 0.095407], [0.252382, -1.214651, -1.481085], [1.735504, -0.908209, 0.841310], [0.307156, 1.215896, 2.071221], [0.735286, 2.131306, 0.545649], [1.977185, 1.529860, 1.641361], [-1.304276, 0.774803, -1.689244], [-0.988980, 1.624322, -0.415057], [-2.921173, 1.063305, 0.540507], [-2.233609, -0.530507, 0.894078], [-3.110769, -0.382243, -0.578614], [-0.713756, -1.535468, -1.842302], [0.960668, -0.991264, -2.287667], [0.737112, -2.095287, -1.034747]], "forces_ev_per_a": [[-0.0866, -0.3763, 0.0810], [-0.0743, -1.0594, -0.2495], [-1.0809, 0.0906, -0.2261], [0.5193, 3.1697, -1.0351], [1.2633, -1.7628, 0.0530], [1.1747, -1.4078, 0.7352], [0.3537, 0.4477, -0.1007], [-0.1548, 0.5121, -0.0551], [-0.2729, 0.2244, 0.2377], [0.2255, -0.1602, 0.0564], [-0.3830, -0.9852, -0.0670], [0.2732, -0.3188, 0.7830], [-0.3487, 0.0600, -0.1552], [-0.0931, 0.3161, 0.0638], [-0.3707, 0.3961, 0.0771], [-0.1330, 0.0992, -0.2883], [-0.4537, 0.5667, -0.1445], [-0.3578, 0.1879, 0.2342]]}


{"formula": "C11H17N2", "method": "ωB97M-V/def2-TZVPD", "orbital_gap_ev": 6.79, "e_above_lowest_kj_mol": 538.66, "multiplicity": 1, "homo_ev": -10.30, "charge": 1, "smiles": "C#CC[NH2+]CCCCn1cccc1", "symbols": ["C", "C", "C", "N", "C", "C", "C", "C", "N", "C", "C", "C", "C", "H", "H", "H", "H", "H", "H", "H", "H", "H", "H", "H", "H", "H", "H", "H", "H", "H"], "positions_angstrom": [[2.858171, -2.819861, 0.704770], [2.770290, -2.105229, -0.283142], [2.598455, -0.810099, -1.149509], [3.298686, 0.376135, -0.552949], [2.411954, 1.372717, 0.152116], [1.176294, 0.753779, 0.930665], [-0.185838, 1.078960, 0.164143], [-1.467552, 0.737966, 1.066555], [-2.571936, 0.233126, 0.223968], [-3.468779, -0.613030, 0.914307], [-4.478730, -1.030016, -0.093592], [-4.090869, -0.376951, -1.394809], [-2.883821, 0.443586, -1.132900], [3.049441, -3.732558, 1.326468], [1.525427, -0.631990, -1.427937], [3.137066, -1.045167, -2.123494], [4.087557, 0.096815, 0.055967], [3.729017, 0.884975, -1.348194], [3.064932, 1.895285, 0.922415], [2.056487, 2.202768, -0.535741], [1.274928, -0.335272, 1.198738], [1.106321, 1.311150, 1.921275], [-0.230584, 0.456573, -0.773801], [-0.172024, 2.179201, -0.096246], [-1.159416, -0.129065, 1.738821], [-1.750146, 1.586001, 1.753850], [-3.433266, -0.930070, 1.992489], [-5.368997, -1.699679, 0.080353], [-4.581349, -0.457710, -2.402918], [-2.301718, 1.107659, -1.831667]], "forces_ev_per_a": [[0.4315, -1.0113, -1.2197], [-0.5152, 2.2298, 0.9043], [0.6208, -3.4930, -0.9054], [-0.0273, 0.7423, -0.7492], [-0.6206, 1.2930, 2.1029], [-0.7731, 0.9909, 0.2423], [0.1161, -0.2127, 0.6848], [1.6318, -0.4311, -0.5675], [-0.4066, -0.4195, 1.5813], [-2.6682, -0.6955, -4.0114], [2.4059, 1.6810, 0.0159], [1.8137, 0.8523, 2.1963], [-2.5536, -2.1949, 0.5372], [-0.3909, 1.5949, -0.6811], [1.1108, 0.1865, 0.7048], [-0.6865, 0.4147, 1.1240], [-0.6333, -0.1798, -0.2495], [-0.1119, -0.3261, 0.5637], [-0.5864, -0.7044, -1.1002], [0.5437, -1.3954, 0.4040], [0.0362, 1.0544, -0.5057], [0.2760, -0.7278, -1.1634], [-0.1283, 0.7425, 0.8410], [-0.0894, -1.2224, 0.0902], [-0.4654, 1.0696, -0.7873], [0.1483, -0.6738, -0.9919], [0.3751, 0.7521, -1.4727], [1.3388, 0.9337, -0.2305], [0.5429, 0.0746, 1.4535], [-0.7349, -0.9245, 1.1891]]}


{"formula": "C4H7N3", "method": "ωB97M-V/def2-TZVPD", "orbital_gap_ev": 10.83, "e_above_lowest_kj_mol": 372.88, "multiplicity": 1, "homo_ev": -9.70, "smiles": "C=N/N=C/N1CC1", "symbols": ["C", "C", "C", "C", "H", "H", "H", "H", "H", "H", "H", "N", "N", "N"], "positions_angstrom": [[-0.709383, 0.407518, -3.365949], [-0.174180, -0.032406, -0.141739], [1.172298, -0.279343, 1.858937], [-0.140032, 0.099439, 2.340813], [-0.577884, 1.476714, -3.311225], [-0.909751, -0.185792, -4.202326], [-0.284076, -1.169457, -0.043978], [1.263581, -1.350165, 1.716798], [2.003149, 0.018091, 2.482730], [-0.850588, -0.766153, 2.360135], [-0.457843, 0.881219, 2.939701], [-0.520533, -0.295796, -2.379995], [-0.198823, 0.612936, -1.247857], [0.384064, 0.583195, 0.993955]], "forces_ev_per_a": [[0.1138, 1.1191, -1.3364], [1.4924, -1.3122, -0.8679], [0.5565, -0.6237, 1.6177], [-1.6443, -1.9802, -2.1396], [-0.2199, 0.3232, -0.4056], [-0.4571, -0.1220, -1.8456], [-0.3673, 1.3845, -0.4859], [-0.1695, -0.1066, -0.7904], [0.5226, 0.9956, -0.8356], [0.3422, 0.9568, -0.3636], [0.1636, 1.3953, 1.3757], [0.4725, -0.1682, 4.4167], [-0.3612, -1.8488, 0.4413], [-0.4442, -0.0131, 1.2192]]}


Number 4 is which compound?
C5H8O